The following is a DFT calculation (wB97M-V/def2-TZVPD) of a structure of composition C20H46OP4STb at a distorted geometry.

```
73
Properties=species:S:1:pos:R:3:forces:R:3
Tb 0.38625 -0.20534 -0.21232 0.3 0.2 -0.4
P 1.92433 1.81822 1.28274 1.4 1.6 0.9
P -1.33779 0.74114 2.06447 -0.9 -0.3 0.6
P -1.50637 2.57585 -1.59474 -0.1 0.8 -1.0
H 0.68693 -3.04953 -5.63237 0.1 0.5 0.4
C 0.68442 -1.95213 -5.55603 0.5 -0.1 -0.5
C 1.61832 -1.19840 -4.96622 0.1 -0.4 -1.9
H 2.51305 -1.59578 -4.48201 -0.3 0.0 0.0
C 3.32854 1.11387 2.23631 -0.1 -0.6 -0.2
C 1.39273 2.98840 2.62600 -0.6 -0.2 -0.1
C 2.87317 3.06627 0.31487 -0.1 -0.2 -0.5
C -2.90295 -0.18212 1.83805 0.0 0.0 -0.2
C -0.78851 0.01624 3.66322 0.5 0.0 0.0
C -2.00707 2.35255 2.62723 0.3 0.3 -0.2
C -1.63046 3.42302 -3.17810 0.0 -0.1 -0.3
C -0.78870 3.89275 -0.57991 0.2 -0.1 0.6
C -3.21244 2.22978 -1.11030 -0.2 -0.4 0.1
H -0.08604 -1.47540 -6.16184 0.1 0.0 0.2
H 1.61955 -0.12307 -5.17616 0.0 -0.5 0.2
H 3.99157 0.56958 1.55626 0.0 0.0 0.2
H 2.95268 0.42512 3.00687 0.2 0.2 -0.1
H 3.89070 1.93863 2.70014 -0.2 -0.3 -0.1
H 0.86951 2.45096 3.42817 0.2 0.2 -0.1
H 0.72971 3.76851 2.22871 0.2 -0.2 0.1
H 2.29223 3.46867 3.04952 -0.4 -0.2 -0.3
H 3.19597 2.62606 -0.63719 0.1 0.2 0.2
H 3.75131 3.37773 0.90333 -0.4 -0.1 -0.3
H 2.25049 3.94690 0.10539 0.2 -0.2 0.1
H -3.58131 0.01891 2.67947 0.1 -0.1 -0.3
H -2.69653 -1.25846 1.78921 -0.1 0.2 0.0
H -3.36763 0.13377 0.89380 -0.1 -0.2 0.3
H -1.35184 0.44436 4.50518 0.1 -0.1 -0.3
H 0.28164 0.20699 3.81756 -0.3 0.0 0.1
H -0.94488 -1.06916 3.63987 0.0 0.4 0.0
H -2.61140 2.21448 3.53518 0.1 -0.1 -0.4
H -2.62446 2.79077 1.83605 0.0 0.0 0.3
H -1.19966 3.04914 2.87234 -0.2 -0.1 -0.1
H -2.55234 4.01644 -3.17233 0.3 0.0 -0.1
H -1.64538 2.69684 -3.98930 -0.2 0.0 -0.1
H -0.76043 4.06837 -3.33138 -0.1 -0.1 0.1
H -1.25775 4.82348 -0.96162 0.3 -0.4 0.3
H 0.30570 3.94145 -0.71849 -0.5 0.0 -0.1
H -1.00811 3.77750 0.49491 0.1 0.1 -0.5
H -3.82117 2.79515 -1.82776 -0.1 -0.1 0.5
H -3.42715 2.52062 -0.07069 0.0 0.0 -0.5
H -3.45269 1.16699 -1.24218 0.0 0.2 0.0
C 0.25066 -0.95756 -2.69655 -0.9 -1.2 -0.1
C -1.10983 -1.10782 -3.13079 0.9 0.1 0.5
C -1.63340 -2.39582 -3.25518 -0.4 0.0 -0.2
C -0.84110 -3.53191 -3.02431 0.0 0.0 0.3
C 0.43193 -3.35621 -2.48116 -0.1 -0.3 0.2
C 0.97962 -2.10493 -2.25278 -0.6 0.8 -0.5
S 1.11473 0.52576 -2.82326 0.0 1.3 1.9
H -0.61305 1.45024 -2.06996 0.0 0.4 0.9
H -1.67768 -0.23194 -3.51197 0.5 -0.7 0.4
H -2.66875 -2.47891 -3.60245 0.5 -0.2 0.0
H -1.17242 -4.56337 -3.24901 0.0 0.9 0.2
H 1.05179 -4.21158 -2.26769 0.0 -0.3 -0.1
H 2.04227 -1.97701 -1.98521 -0.5 -0.1 0.0
C 1.89527 -4.35994 1.17716 0.3 0.0 0.0
P 0.94148 -3.07064 1.95662 -0.3 -0.4 0.1
C -0.75907 -3.61590 2.15084 -0.1 0.0 0.0
C 1.60326 -2.68310 3.56720 0.2 0.0 0.2
O 0.95928 -1.80485 1.05969 -0.1 0.4 -0.1
H 1.67015 -4.38096 0.09928 0.1 0.0 0.4
H 1.67132 -5.34163 1.61736 0.1 0.3 -0.1
H 2.96176 -4.13541 1.33444 -0.3 -0.1 -0.2
H -0.75766 -4.64216 2.54576 -0.1 0.3 -0.1
H -1.29272 -2.95496 2.85264 0.2 -0.4 -0.2
H -1.27053 -3.59867 1.17328 0.2 -0.1 0.3
H 2.62632 -2.30268 3.45402 -0.2 -0.1 0.1
H 0.98702 -1.93146 4.07159 0.2 -0.2 -0.1
H 1.63356 -3.58275 4.19648 0.0 0.1 -0.2
```
Positions in Å, forces in eV/Å.

As for the LUMO energy (alpha / beta): -0.3456 / -0.3279 hartree. As for the multiplicity: 7. As for the net charge: +3. As for the gap between HOMO and LUMO (alpha / beta): 6.706 / 7.182 eV. The expectation value of S² is 12.72.

Results of the Mulliken charge analysis, in e, for atoms 1 through 2: 0.396, 1.025

=====

The following is a DFT calculation (wB97M-V/def2-TZVPD) of a cluster of 5 separate species, C20H47F3O15PS4 in total at a distorted geometry.

```
90
Properties=species:S:1:pos:R:3:forces:R:3
O 0.07298 -3.03949 3.23218 -0.6 -0.6 -0.6
C -1.28830 -3.16409 2.75227 0.2 1.2 -0.4
C -1.54508 -1.99674 1.66364 0.2 -0.7 1.6
O -1.63213 -2.51533 0.31040 -1.0 1.9 -0.4
C -2.02946 -1.42695 -0.55048 -1.2 -0.2 0.5
O -0.91460 -0.85475 -1.25406 -0.2 -1.0 -0.5
C -0.54310 -1.62467 -2.40108 -0.3 0.3 -0.4
P 1.28455 -1.16901 -2.72484 -1.7 -0.1 -0.4
C 1.29728 -0.04865 -4.23996 0.0 0.2 -0.6
C 2.18935 1.27249 -4.09807 -0.6 0.5 -1.1
C 1.34923 2.61387 -4.24884 -0.7 0.8 1.6
F 0.79629 2.97129 -5.49769 2.1 -0.6 1.8
C 1.11495 3.51302 -3.20268 0.6 -0.9 -1.7
F 1.23955 4.89742 -3.42734 -1.4 -3.5 1.4
F 0.79453 2.98462 -1.93855 1.6 2.0 -2.5
H 0.65875 -3.27449 2.48878 -0.2 0.2 0.5
H -1.94892 -2.92980 3.65317 0.9 -0.6 -1.3
H -1.48133 -4.18941 2.31600 0.0 1.1 0.5
H -2.50671 -1.47810 2.00652 1.2 -0.5 -0.9
H -0.64526 -1.31215 1.71166 -1.1 -0.5 0.2
H -2.83357 -1.77322 -1.27815 1.2 0.1 0.7
H -2.50526 -0.57961 0.05010 0.9 -1.1 -0.8
H -1.13230 -1.29187 -3.32726 0.9 -0.4 1.1
H -0.69084 -2.74167 -2.30343 0.4 1.2 0.2
H 1.78721 -0.54202 -1.53003 -0.3 -0.4 -0.8
H 1.96376 -2.41618 -2.89656 0.0 0.8 -0.1
H 1.59235 -0.69080 -5.14000 -0.3 0.8 1.3
H 0.23175 0.29359 -4.47366 1.3 -0.8 0.7
H 2.83745 1.31057 -3.16999 -1.0 0.1 -1.0
H 2.91723 1.26871 -4.97970 -0.9 0.2 1.2
O -0.20481 -2.37831 -6.42078 -0.3 -0.1 0.3
S -1.48710 -2.07084 -7.00756 -0.5 0.3 -1.3
O -2.71621 -2.55566 -6.44374 0.8 0.0 0.2
O -1.44922 -2.43436 -8.57485 0.1 0.7 1.0
C -1.07758 -3.76401 -8.96009 0.1 -1.2 -0.3
C -2.20663 -4.75177 -8.73344 -0.2 0.0 0.3
C -1.61732 -0.31410 -7.19248 0.1 0.0 -0.1
H -0.16851 -4.07538 -8.43872 -0.1 0.2 0.1
H -0.84165 -3.72817 -10.02547 0.0 0.4 0.1
H -2.41249 -4.87855 -7.66892 0.0 0.0 -0.1
H -1.95073 -5.72987 -9.14512 0.1 0.1 0.0
H -3.12801 -4.39909 -9.20148 0.1 0.0 -0.1
H -0.70708 0.06142 -7.65732 -0.1 0.0 0.0
H -1.73829 0.11753 -6.19878 -0.1 -0.1 0.0
H -2.48955 -0.08874 -7.80401 0.1 -0.1 0.1
O 2.67019 -2.01546 1.27764 0.3 -0.2 -0.1
S 4.06458 -1.65712 1.35983 0.7 0.7 0.8
O 5.10492 -2.64593 1.35052 -0.8 0.1 -0.1
O 4.28170 -0.67685 2.61734 -0.1 -0.2 -1.3
C 3.84415 -1.11656 3.91055 -0.2 -0.5 1.1
C 4.79469 -2.13614 4.50935 0.1 -0.2 -0.2
C 4.41923 -0.46825 0.09366 -0.1 0.1 0.0
H 2.82452 -1.50813 3.85890 0.0 0.1 -0.2
H 3.81751 -0.23252 4.55063 0.0 0.1 -0.4
H 4.78203 -3.06866 3.94192 0.0 0.0 0.1
H 4.51411 -2.36539 5.53908 0.0 0.1 -0.1
H 5.82078 -1.76263 4.49521 -0.1 0.0 0.1
H 3.65867 0.31157 0.11786 0.1 0.0 0.1
H 4.39772 -0.98603 -0.86572 0.1 -0.1 0.1
H 5.41001 -0.05161 0.26801 -0.1 -0.1 0.0
O -0.20250 -2.42673 9.10043 -0.4 0.4 -0.4
S -1.06687 -2.38410 7.95211 -0.3 -0.6 -0.1
O -1.29415 -1.16700 7.22026 0.2 -0.3 0.5
O -2.49179 -3.03331 8.34417 0.8 -0.1 -0.5
C -3.19262 -2.50404 9.47331 -0.5 0.5 0.7
C -3.85595 -1.17758 9.15270 0.2 0.2 -0.1
C -0.56106 -3.63707 6.80873 -0.1 -0.1 0.0
H -2.52375 -2.41427 10.33329 0.1 0.0 -0.2
H -3.96087 -3.23396 9.73731 0.2 -0.2 -0.2
H -3.11298 -0.39969 8.96762 0.0 0.0 0.0
H -4.48519 -0.85093 9.98315 0.0 -0.1 0.0
H -4.46945 -1.26010 8.25277 0.0 -0.1 0.1
H -0.42732 -4.57408 7.34630 0.0 0.1 0.0
H 0.38189 -3.32114 6.36375 -0.1 0.1 0.1
H -1.32159 -3.73554 6.03597 0.1 0.0 0.1
O 0.62928 9.42540 0.29864 -0.2 -0.6 0.3
S -0.53582 8.66207 0.65573 -0.5 0.2 -0.2
O -0.59481 7.89553 1.87035 0.3 0.3 -0.5
O -0.93574 7.70713 -0.58493 -0.2 0.5 0.4
C 0.05849 6.82554 -1.10772 0.6 -0.4 -0.3
C 0.27733 5.62031 -0.23157 0.0 -0.2 0.6
C -1.95501 9.71809 0.58944 -0.1 -0.1 -0.1
H 0.99550 7.36409 -1.27350 -0.1 0.1 0.1
H -0.29993 6.48999 -2.08307 -0.2 0.3 0.1
H 0.72010 5.89437 0.72770 0.0 0.0 -0.1
H 0.94634 4.91451 -0.72312 0.0 0.1 0.1
H -0.67149 5.12260 -0.01797 0.1 0.0 -0.1
H -1.94045 10.27133 -0.34782 0.0 -0.1 0.0
H -1.89696 10.40507 1.43311 0.1 -0.1 0.0
H -2.85261 9.10657 0.66846 0.1 0.0 0.0
```
Positions in Å, forces in eV/Å.

As for the LUMO energy: -0.1215 hartree. As for the multiplicity: 1. As for the net charge: +1. As for the gap between HOMO and LUMO: 8.792 eV.

Results of the Mulliken charge analysis, in e, for atoms 1 through 2: -0.414, -0.405

=====

The following is a DFT calculation (wB97M-V/def2-TZVPD) of a cluster of 8 separate species, C20H48BF4N3O4 in total at a distorted geometry.

```
80
Properties=species:S:1:pos:R:3:forces:R:3
C 78.36900 58.73800 56.43800 3.7 -3.6 -1.7
C 79.80800 59.31700 56.04200 -1.7 1.1 -2.1
C 80.27900 60.56400 56.84300 -3.4 -1.2 1.0
N 81.44000 61.26600 56.25700 -0.9 -0.3 0.7
C 81.05700 62.03400 55.09800 0.2 0.6 -3.2
C 82.58500 60.36700 56.00700 0.5 -3.1 -1.4
C 83.89600 61.16400 56.15600 1.6 -3.3 1.0
C 83.46300 62.38300 56.90200 1.8 4.2 0.7
C 81.98200 62.24300 57.14300 0.8 2.5 6.0
H 78.13900 57.71700 55.88900 0.5 2.3 0.5
H 77.55500 59.34200 56.45300 -2.1 2.3 -0.6
H 78.45200 58.37900 57.40800 0.2 -0.5 2.2
H 79.78400 59.49000 54.92800 -0.3 0.6 0.9
H 80.59500 58.60000 56.01900 0.3 -1.1 0.9
H 80.28900 60.23000 57.90400 1.7 0.1 -0.5
H 79.45300 61.28400 57.04800 0.5 0.0 -1.2
H 81.85100 62.69900 54.77800 0.6 -0.2 0.1
H 80.26000 62.71500 55.15800 -1.2 0.8 1.7
H 80.71600 61.48800 54.23300 0.4 -1.1 -0.1
H 82.54100 60.07300 54.86300 -0.4 -0.3 2.6
H 82.49200 59.47400 56.80300 0.2 1.9 -2.2
H 84.32700 61.13700 55.09500 0.0 0.9 1.9
H 84.58600 60.49800 56.92800 -1.4 1.6 -2.4
H 83.59500 63.40600 56.40000 0.1 -1.6 0.0
H 84.04500 62.62500 57.90800 -1.3 -1.0 -2.0
H 81.51700 63.25600 57.14400 -0.2 -1.1 -0.5
H 81.93100 61.95900 58.28200 -0.6 -0.2 -2.3
B 78.80100 64.27500 57.87800 -1.3 1.5 1.7
F 77.65200 65.06700 58.08200 -0.8 0.3 0.7
F 78.60400 63.59500 56.78900 -0.8 -2.9 -4.2
F 79.83300 65.10500 57.69400 2.7 2.1 -0.2
F 79.06300 63.41200 58.90400 0.2 -1.0 1.6
C 75.07200 62.69700 57.68100 -0.9 2.9 -5.8
C 74.97100 62.02800 56.37300 -0.2 -1.7 -0.4
N 74.92200 61.44600 55.37200 0.1 0.8 0.9
H 74.12900 62.97100 57.97600 -2.5 -0.1 1.4
H 75.67900 62.22800 58.31500 2.5 -1.5 2.6
H 75.33800 63.69300 57.23600 1.0 -0.4 1.5
C 75.78100 65.55100 55.09200 -0.2 -0.4 3.7
C 74.52300 65.80300 55.93200 3.9 -1.5 -2.8
N 73.56800 65.86000 56.52300 -2.7 0.4 1.7
H 76.37300 64.59700 55.50100 -1.2 2.4 -0.8
H 75.50600 65.42700 54.10000 -0.6 -0.4 -1.8
H 76.27600 66.52100 55.19200 0.8 -0.5 -0.1
C 77.41300 63.10800 63.37900 0.2 0.5 5.0
C 77.62900 63.58500 62.04800 4.3 1.8 0.8
O 78.31400 62.55300 61.40000 1.4 0.0 -2.1
H 76.87700 63.80200 64.14000 1.5 -0.2 -1.3
H 78.36900 62.63700 63.86700 -1.9 0.9 -0.9
H 76.61200 62.45100 63.34300 -1.1 -2.4 -0.1
H 78.31600 64.48600 62.08500 -0.9 -0.6 -0.2
H 76.77800 63.81600 61.56400 -3.1 1.0 -1.7
H 78.85000 63.02900 60.71200 -0.7 -1.1 0.5
C 75.87900 59.85900 61.33900 -0.7 -1.6 -2.5
C 76.85700 59.23200 60.49000 -0.5 0.6 -2.0
O 77.44800 60.05500 59.50700 0.5 2.4 -0.6
H 75.09500 60.03000 60.69700 -1.8 2.0 -1.6
H 76.39000 60.58200 61.69400 2.1 5.8 3.6
H 75.39600 59.20000 61.91300 -1.0 -2.5 3.3
H 76.17700 58.57200 60.08000 -0.4 -2.2 -2.5
H 77.57500 58.67300 60.91800 2.7 -1.7 2.0
H 77.65700 61.02500 59.77200 -0.7 -2.5 0.2
C 75.41000 68.75400 60.43700 3.1 -2.2 -0.8
C 75.46600 67.69300 59.27100 -8.9 0.8 5.8
O 75.75400 66.47700 59.75000 2.5 -4.0 -1.3
H 74.81000 68.67100 61.33400 -0.6 -0.7 -0.4
H 75.12500 69.54200 59.82700 -0.2 2.6 -0.3
H 76.47400 68.71500 60.75500 -0.5 1.1 0.2
H 75.99600 67.95100 58.52300 4.0 2.3 -5.1
H 74.22700 67.92100 58.92000 2.9 -1.6 0.1
H 76.44400 65.95300 59.13600 -2.3 1.7 1.8
C 79.85900 65.84700 54.20100 2.7 2.1 -5.7
C 81.26700 66.17800 54.41800 0.7 1.8 5.4
O 81.61300 65.15300 55.44100 -0.8 1.5 0.7
H 80.11800 64.96900 53.70800 -1.2 -2.2 -1.4
H 79.47900 66.55900 53.48800 -0.6 0.2 -0.7
H 79.15500 65.69400 54.86100 -2.8 -0.6 4.4
H 81.47000 67.23300 54.83600 -0.4 -1.4 -0.2
H 81.94600 66.13200 53.62500 0.6 -0.7 -1.6
H 80.85300 65.32400 56.09800 1.9 -0.7 -0.8
```
Positions in Å, forces in eV/Å.

The value obtained for the relative energy (zero: lowest compared OMol25 entry of this formula, charge and spin) is 0.000 eV. As for the LUMO energy: -0.0042 hartree. As for the multiplicity: 1. As for the net charge: 0. As for the gap between HOMO and LUMO: 8.163 eV.

Results of the Mulliken charge analysis, in e, for atoms 1 through 2: -1.351, -0.466